Entry 1:
{
  "formula": "C4H10N2O4S",
  "method": "ωB97M-V with the def2-TZVPD basis set",
  "elements": ["C", "C", "C", "C", "N", "N", "O", "O", "O", "O", "S", "H", "H", "H", "H", "H", "H", "H", "H", "H", "H"],
  "xyz": [[1.04735, -1.02578, 0.43794], [0.26054, 0.57545, -1.40217], [-0.40844, 0.97997, 0.93492], [-0.04749, -0.06900, -0.07017], [-2.02650, -1.38320, 0.28779], [-0.99610, -1.16960, -0.33619], [-4.59886, 0.98262, 0.62382], [-4.41096, -0.99820, -0.67788], [-2.65762, -0.63894, 1.14423], [-2.66097, 0.70404, -1.01253], [-3.78065, 0.17560, -0.18264], [2.04025, -0.45892, 0.64259], [0.87681, -1.49732, 1.49899], [1.30072, -1.93786, -0.08383], [-0.58522, 1.05384, -1.76968], [0.79707, -0.17518, -1.98927], [1.00953, 1.48555, -1.35694], [-1.53610, 1.35334, 0.72484], [-0.34500, 0.54572, 2.01869], [0.26139, 1.94441, 0.83413], [-2.41830, -2.19234, -0.05223]],
  "atomic_forces_ev_per_a": [[2.9, 0.3, 3.4], [3.7, 0.7, 0.4], [-1.9, 2.2, 2.0], [0.4, -0.8, 0.5], [3.2, 0.8, 0.2], [-0.2, 0.7, -0.1], [0.1, 1.5, 0.8], [0.1, -0.9, -0.6], [-0.7, 0.3, -0.2], [-2.9, -0.3, 1.6], [1.4, 0.6, -1.9], [-1.6, -0.7, -0.7], [-0.4, 1.3, -1.7], [-0.2, 0.2, -1.1], [-1.6, 0.1, -1.2], [-0.7, 0.3, -0.7], [-1.1, -1.9, 0.6], [3.1, -0.7, 0.7], [-0.2, 1.1, -1.9], [-1.1, -2.2, 0.3], [-2.2, -2.6, -0.4]],
  "homo_ev": -10.782,
  "energy_ha": -966.8944,
  "lumo_ev": -0.8837,
  "homo_lumo_gap_ev": 9.90,
  "e_above_lowest_kcal_mol": 96.7
}

---

Entry 2:
{
  "formula": "C4H10N2OS",
  "method": "ωB97M-V with the def2-TZVPD basis set",
  "elements": ["C", "N", "C", "N", "O", "C", "C", "S", "H", "H", "H", "H", "H", "H", "H", "H", "H", "H"],
  "xyz": [[0.01231, 0.50944, -0.30570], [1.29477, 0.27563, -0.92133], [2.33036, 0.52325, -0.23689], [3.55298, 0.84486, -0.75120], [-0.87209, -1.46728, 1.80284], [-0.98727, -0.63818, -0.61889], [-2.33233, -0.44376, 0.04117], [-3.19987, 0.93852, -0.44190], [0.04863, 0.51867, 0.79583], [-0.29800, 1.52988, -0.54934], [2.26165, 0.47950, 0.87502], [2.66178, 2.11325, -0.23101], [3.72349, 0.25648, -1.57491], [-1.11924, -0.66867, -1.69876], [-0.68133, -1.41093, 0.05379], [-3.00161, -1.30226, 0.07589], [-1.89779, -0.40202, 1.17036], [-1.49643, -1.65640, 2.51502]],
  "atomic_forces_ev_per_a": [[-0.2, -0.9, 1.1], [-0.6, 0.1, -0.6], [-1.9, -0.4, 0.7], [0.5, 1.0, 2.9], [-1.8, 1.6, 0.3], [0.4, 2.0, 0.0], [-2.1, 1.6, -3.2], [0.5, -0.7, 1.1], [0.4, 0.0, 0.1], [-0.4, -0.2, -0.6], [0.2, 0.6, -0.1], [2.3, -2.2, -2.1], [-0.5, 1.6, -1.2], [0.2, -0.8, 0.1], [1.0, -1.4, -1.2], [0.3, -0.2, 0.4], [1.7, -1.4, 1.9], [0.1, -0.2, 0.2]],
  "homo_ev": -8.707,
  "energy_ha": -740.9686,
  "lumo_ev": -3.3793,
  "homo_lumo_gap_ev": 5.33,
  "e_above_lowest_kcal_mol": 256.9
}

---

Entry 3:
{
  "formula": "C4H10N2OS",
  "method": "ωB97M-V with the def2-TZVPD basis set",
  "elements": ["N", "C", "N", "C", "O", "C", "C", "S", "H", "H", "H", "H", "H", "H", "H", "H", "H", "H"],
  "xyz": [[-3.00742, -0.34337, 0.39983], [-1.65063, -0.55959, -0.00464], [-1.04487, 0.75740, -0.24757], [0.25379, 0.98479, -0.55338], [0.71438, 2.11973, -0.55419], [1.15179, -0.19864, -0.83960], [1.97070, -0.52025, 0.40777], [3.52141, 0.44074, 0.54259], [-3.09211, 0.29423, 1.17496], [-3.54503, -1.18667, 0.49519], [-1.65168, -1.09407, -0.95132], [-1.01430, -1.11257, 0.69731], [-1.59664, 1.56494, 0.00581], [0.56756, -1.04649, -1.16564], [1.81893, 0.09416, -1.63615], [2.24899, -1.56840, 0.49782], [1.43173, -0.26152, 1.31778], [2.92340, 1.63559, 0.41342]],
  "atomic_forces_ev_per_a": [[0.0, 0.4, -0.4], [0.5, 0.5, -0.4], [-0.3, -0.5, 0.3], [0.4, 0.7, 0.1], [-0.1, -0.1, -0.1], [-0.3, 0.1, 0.2], [0.3, 0.4, 0.6], [0.0, -0.1, -0.2], [-0.1, -0.3, 0.3], [-0.1, 0.0, 0.2], [-0.1, -0.3, -0.1], [-0.1, 0.0, 0.1], [0.1, 0.0, -0.1], [-0.1, -0.4, -0.1], [0.1, 0.0, -0.3], [0.0, 0.0, -0.2], [-0.3, -0.2, 0.0], [0.0, 0.0, 0.0]],
  "homo_ev": -8.919,
  "energy_ha": -741.3536,
  "lumo_ev": 0.6426,
  "homo_lumo_gap_ev": 9.56,
  "e_above_lowest_kcal_mol": 15.3,
  "smiles": "NCNC(=O)CCS"
}

---

Entry 4:
{
  "formula": "C4H10N2OS",
  "method": "ωB97M-V with the def2-TZVPD basis set",
  "elements": ["C", "N", "C", "O", "C", "N", "C", "S", "H", "H", "H", "H", "H", "H", "H", "H", "H", "H"],
  "xyz": [[-0.33259, -0.77567, 2.42762], [-0.96248, -1.00124, 1.10742], [-1.08293, 0.02976, 0.20986], [-2.10491, 0.23042, -0.41209], [0.24148, 0.64462, -0.26757], [-0.08460, 1.97229, -0.80026], [0.72059, -0.30709, -1.37581], [2.41955, 0.11530, -1.82199], [0.65782, -0.33983, 2.37418], [-1.00762, -0.09651, 2.93946], [-0.34390, -1.72027, 2.96287], [-1.82117, -1.52398, 1.21601], [0.95731, 0.79811, 0.53746], [0.58042, 2.22478, -1.52575], [-0.96498, 1.85765, -1.29980], [0.03673, -0.18443, -2.21730], [0.57072, -1.34866, -1.09449], [2.52058, -0.57526, -2.95980]],
  "atomic_forces_ev_per_a": [[-1.0, 0.0, -0.5], [0.4, 0.0, 0.7], [0.4, -0.8, -0.6], [-0.1, 0.1, 0.1], [-0.8, 1.0, -0.4], [-0.1, -0.1, -0.3], [-0.5, -0.4, 0.0], [0.2, 0.0, 0.2], [0.1, -0.2, -0.1], [0.3, 0.2, 0.6], [0.3, 0.0, 0.0], [-0.1, 0.2, -0.2], [0.2, -0.4, 0.0], [0.2, 0.0, 0.2], [-0.1, 0.1, 0.2], [0.2, 0.3, -0.1], [0.6, -0.1, 0.3], [-0.1, -0.1, -0.1]],
  "homo_ev": -9.276,
  "energy_ha": -741.3460,
  "lumo_ev": 0.7514,
  "homo_lumo_gap_ev": 10.03,
  "e_above_lowest_kcal_mol": 20.1,
  "smiles": "CNC(=O)[C@H](N)CS"
}

---

Entry 5:
{
  "formula": "C4H10N2OS",
  "method": "ωB97M-V with the def2-TZVPD basis set",
  "elements": ["C", "C", "C", "C", "N", "N", "O", "S", "H", "H", "H", "H", "H", "H", "H", "H", "H", "H"],
  "xyz": [[1.73414, -0.00140, -0.00774], [0.73523, -0.81427, 0.00741], [1.69140, 1.48845, -0.03060], [0.69358, -2.31382, -0.12285], [-2.17721, 1.00927, 1.34686], [-1.76715, 1.05448, -1.03528], [-2.24310, -1.31065, 0.04130], [-1.56327, -0.05263, 0.32789], [2.75786, -0.31084, -0.36622], [2.09987, 1.92902, -0.99592], [0.69922, 1.85543, 0.18568], [2.32968, 1.83123, 0.73033], [-0.34223, -2.60007, -0.42330], [0.83642, -2.58151, 0.94003], [1.35879, -2.76006, -0.83037], [-2.49812, 0.61855, 2.18965], [-1.64793, 1.96347, -0.49222], [-2.69719, 0.99532, -1.46464]],
  "atomic_forces_ev_per_a": [[1.6, 1.2, -1.8], [1.9, -2.4, -1.0], [-0.2, 0.4, -1.1], [-2.3, 1.1, 1.4], [0.0, 1.0, -0.2], [0.9, 0.6, 1.1], [-0.3, 0.2, 0.1], [-1.5, 1.3, -1.3], [-0.8, -0.5, 0.6], [-0.7, -0.7, 1.0], [-0.3, 0.3, -0.1], [0.9, 0.8, 1.1], [0.8, -0.1, 0.3], [0.1, -0.9, -0.7], [0.9, 0.0, -0.2], [-0.7, -0.8, 1.6], [-0.5, -1.3, -1.5], [0.2, -0.1, 0.5]],
  "homo_ev": [-6.946, -9.124],
  "energy_ha": -741.0981,
  "spin_multiplicity": 3,
  "lumo_ev": [0.7810, -2.6589],
  "homo_lumo_gap_ev": [7.73, 6.47],
  "e_above_lowest_kcal_mol": 28.9
}

---

Entry 6:
{
  "formula": "C4H10N2OS",
  "method": "ωB97M-V with the def2-TZVPD basis set",
  "elements": ["O", "C", "C", "C", "S", "N", "C", "N", "H", "H", "H", "H", "H", "H", "H", "H", "H", "H"],
  "xyz": [[0.48802, 1.38619, -1.09559], [1.05726, -0.12439, -0.58260], [-0.31481, -0.77485, -0.21187], [0.77513, -1.68641, 0.02892], [0.86150, -3.40181, -2.30784], [-1.01742, -0.15223, 0.85969], [-1.31429, 1.28816, 0.80295], [-0.21284, 2.10950, 1.04526], [1.72009, 0.26276, 0.17648], [-0.94465, -0.82141, -1.09047], [0.60743, -2.72655, -0.34325], [1.83400, -1.87839, 0.14304], [1.45300, -0.44891, -1.43700], [-1.25461, -0.92962, 1.51771], [-1.68871, 1.43291, -0.16175], [-2.19229, 1.42062, 1.51356], [0.48953, 1.88919, -0.21118], [-0.34637, 3.15523, 1.35393]],
  "atomic_forces_ev_per_a": [[1.1, -3.1, -0.6], [-1.1, 6.9, -0.1], [-1.1, 1.2, 2.8], [-1.6, -3.3, -0.8], [-0.1, 0.7, 0.8], [1.9, -1.9, -0.1], [-2.5, -1.5, 3.2], [0.8, 2.8, 1.8], [0.0, -0.5, 0.3], [0.5, -0.9, -0.6], [-0.6, -0.4, -2.1], [0.3, 0.9, 2.4], [2.1, -0.8, -3.5], [0.0, 2.2, 0.1], [-0.7, 0.8, -1.7], [1.1, 0.1, -0.7], [0.5, -0.6, -0.3], [-0.5, -2.6, -0.8]],
  "homo_ev": [-13.666, -13.666],
  "energy_ha": -740.5984,
  "spin_multiplicity": 2,
  "total_charge": 1,
  "lumo_ev": [-7.4797, -7.4503],
  "homo_lumo_gap_ev": [6.19, 6.22],
  "e_above_lowest_kcal_mol": 279.6
}

---

Entry 7:
{
  "formula": "C4H10N2S",
  "method": "ωB97M-V with the def2-TZVPD basis set",
  "elements": ["H", "N", "C", "C", "C", "C", "N", "S", "H", "H", "H", "H", "H", "H", "H", "H", "H"],
  "xyz": [[0.27682, 2.68219, -2.46825], [-0.20822, 2.17133, -1.73923], [-0.05871, 0.93307, -1.90773], [-0.69990, 0.05355, -0.98231], [0.31488, -0.29245, 0.45867], [-0.10413, 0.79170, 1.50951], [0.08314, -1.67304, 0.70269], [1.33667, -2.35412, 1.66868], [0.50433, 0.67427, -2.78342], [-1.65738, 0.53240, -0.74544], [-1.00003, -0.95358, -1.17611], [1.35801, 0.01406, 0.25412], [-1.24728, 0.81431, 1.71266], [0.32639, 0.54308, 2.37239], [0.23406, 1.64066, 1.12144], [-0.83035, -1.98555, 1.00446], [1.37171, -3.59188, 0.99786]],
  "atomic_forces_ev_per_a": [[0.1, 0.2, 0.0], [-0.3, 1.3, 0.4], [0.5, 0.7, -1.4], [0.3, -1.5, 3.6], [-3.1, 3.0, -2.1], [-4.6, -4.1, -1.9], [1.4, -0.6, 0.4], [-0.4, -1.6, -0.6], [0.5, -1.2, -0.3], [0.4, 0.2, 0.8], [0.4, -0.6, -1.3], [-0.4, -1.2, -0.4], [1.8, 0.1, -0.6], [2.0, -0.6, 3.7], [1.1, 3.9, -1.3], [-0.1, 0.7, 0.1], [0.2, 1.3, 0.7]],
  "homo_ev": -8.497,
  "energy_ha": -666.0027,
  "lumo_ev": 0.8559,
  "homo_lumo_gap_ev": 9.35,
  "e_above_lowest_kcal_mol": 62.9,
  "smiles": "[H]/N=C/C[C@@H](C)NS"
}

---

Entry 8:
{
  "formula": "C4H10N3",
  "method": "ωB97M-V with the def2-TZVPD basis set",
  "elements": ["C", "C", "C", "C", "N", "N", "N", "H", "H", "H", "H", "H", "H", "H", "H", "H", "H"],
  "xyz": [[1.32510, -1.01594, 0.53533], [2.10119, -0.24752, -0.33240], [0.08334, -0.37481, 0.70554], [-0.82209, 1.84616, 0.27400], [0.10876, 0.75426, 0.00747], [-1.53504, -1.57064, -0.46652], [1.24849, 0.76365, -0.62771], [1.71038, -1.89660, 0.92993], [3.08527, -0.31829, -0.66221], [-0.59932, -0.49915, 1.51236], [-1.13243, 1.57879, 1.27396], [-0.25254, 2.72160, 0.35282], [-1.57900, 1.89571, -0.43634], [-1.27564, -2.49741, -0.41521], [-2.50686, -1.55314, -0.06338], [1.44690, 1.59382, -1.17777], [-1.40650, -1.18051, -1.40990]],
  "atomic_forces_ev_per_a": [[0.6, 0.8, -0.9], [-4.4, 0.3, 1.6], [1.5, -0.4, 0.9], [1.5, -1.2, 1.0], [-0.9, -1.8, 1.6], [-2.1, 2.0, 0.3], [2.9, 2.8, -2.8], [0.1, -1.3, 1.0], [1.2, 0.0, -0.7], [-0.4, -0.2, 0.0], [-0.8, 0.4, 0.0], [0.6, 1.5, -0.1], [-1.4, 0.1, -1.1], [0.9, -2.4, -0.3], [1.2, 0.4, -1.2], [0.2, -0.3, 0.0], [-0.7, -0.6, 0.7]],
  "homo_ev": -13.069,
  "energy_ha": -322.3813,
  "total_charge": 1,
  "lumo_ev": -3.0698,
  "homo_lumo_gap_ev": 10.00,
  "e_above_lowest_kcal_mol": 49.8
}

---

Entry 9:
{
  "formula": "C4H10N3",
  "method": "ωB97M-V with the def2-TZVPD basis set",
  "elements": ["C", "C", "N", "N", "C", "C", "N", "H", "H", "H", "H", "H", "H", "H", "H", "H", "H"],
  "xyz": [[0.97383, 1.40246, 1.29252], [1.07130, 0.90466, -0.21056], [0.97159, -0.50787, -0.02854], [-0.17621, -0.87491, -0.22908], [-0.71672, -2.15845, -0.12629], [-1.04073, 0.13125, -0.81953], [-0.04496, 1.17921, -1.04601], [0.07949, 0.83725, 1.77377], [0.72353, 2.45377, 1.44404], [1.96720, 1.23550, 1.67799], [1.96665, 1.17885, -0.66823], [-0.09375, -2.63868, -1.02790], [-1.77019, -1.98613, -0.35514], [-0.46198, -2.74291, 0.78406], [-1.84708, 0.49501, -0.05810], [-1.48569, -0.02897, -1.89506], [-0.36214, 2.12862, -1.05422]],
  "atomic_forces_ev_per_a": [[-1.4, -0.8, -0.3], [-1.9, 0.8, 1.7], [0.6, -1.4, 0.9], [0.4, 2.1, -0.7], [1.5, -3.0, -1.9], [-1.5, 3.8, -1.2], [-0.5, -0.4, -0.6], [2.0, 0.7, -0.3], [0.2, 0.1, -0.7], [-0.1, -0.4, 0.9], [1.7, 0.3, -0.6], [-2.0, 0.1, 1.7], [0.1, -1.0, 0.2], [-0.3, 0.8, -0.5], [1.0, -1.2, -1.2], [0.5, -0.9, 2.4], [-0.3, 0.3, 0.0]],
  "homo_ev": -13.835,
  "energy_ha": -322.3267,
  "total_charge": 1,
  "lumo_ev": -5.4894,
  "homo_lumo_gap_ev": 8.35,
  "e_above_lowest_kcal_mol": 84.0,
  "smiles": "C[C@H]1N=[N+](C)CN1"
}

---

Entry 10:
{
  "formula": "C4H10N3",
  "method": "ωB97M-V with the def2-TZVPD basis set",
  "elements": ["C", "C", "C", "N", "C", "N", "N", "H", "H", "H", "H", "H", "H", "H", "H", "H", "H"],
  "xyz": [[2.33352, 0.11793, -0.05977], [0.93742, -0.38185, 0.17206], [0.23949, -1.49326, -0.09421], [-1.11019, -1.33801, 0.17107], [-1.56077, -0.07921, 0.57390], [-2.47406, 0.40352, -0.37366], [0.00264, 0.76158, 0.34337], [2.42888, 0.84394, -1.00271], [3.10882, -0.72400, -0.28999], [2.60377, 0.60529, 0.77528], [0.79114, -2.35878, -0.38620], [-1.79550, -1.87540, -0.33884], [-1.70518, -0.01784, 1.57439], [-2.61064, 1.39166, -0.38505], [-2.47368, -0.01672, -1.28863], [0.24927, 1.43897, 1.05872], [-0.03853, 1.28056, -0.54019]],
  "atomic_forces_ev_per_a": [[0.5, -2.5, -4.9], [0.2, 1.0, -1.3], [1.0, 2.1, 1.2], [-0.3, -2.4, -0.4], [1.8, 0.8, -5.5], [0.1, 0.0, 1.6], [-1.2, -0.9, 0.2], [-0.5, -1.4, 2.0], [-1.6, 1.4, 0.6], [1.5, 1.9, 2.8], [-0.6, -0.9, -0.1], [0.2, -0.2, 0.0], [-0.8, 1.0, 3.0], [-0.6, 0.5, 0.1], [0.3, 0.0, 0.0], [0.0, -0.2, 0.4], [-0.1, 0.0, 0.1]],
  "homo_ev": -12.881,
  "energy_ha": -322.3760,
  "total_charge": 1,
  "lumo_ev": -3.1340,
  "homo_lumo_gap_ev": 9.75,
  "e_above_lowest_kcal_mol": 53.0,
  "smiles": "CC1=CN[C@H](N)[NH2+]1"
}

---

Entry 11:
{
  "formula": "C4H10N3",
  "method": "ωB97M-V with the def2-TZVPD basis set",
  "elements": ["H", "N", "C", "C", "C", "N", "N", "C", "H", "H", "H", "H", "H", "H", "H", "H", "H"],
  "xyz": [[-1.63950, 1.72616, -1.10323], [-1.86156, 1.24370, -0.25044], [-0.95594, 0.52693, 0.17019], [-1.02640, -0.29844, 1.39037], [0.23438, -1.19782, 1.31494], [1.04343, -0.53897, 0.28907], [0.18628, 0.20792, -0.51243], [0.63078, 0.71706, -1.82662], [-0.86299, 0.42242, 2.22639], [-1.98637, -0.78817, 1.47848], [0.73316, -1.21205, 2.24402], [0.09822, -2.13131, 0.97620], [1.86424, -0.00612, 0.71165], [1.42320, -1.23832, -0.34221], [1.14008, 1.64776, -1.94272], [1.31851, 0.00266, -2.42275], [-0.33951, 0.91657, -2.40092]],
  "atomic_forces_ev_per_a": [[-0.1, 0.3, -0.4], [-1.7, 1.3, 0.0], [-0.4, -0.8, -0.5], [1.2, 0.5, 1.4], [-1.5, 2.9, 1.2], [2.7, 0.6, -0.5], [1.6, 0.9, -1.5], [-1.1, -1.3, -1.7], [-0.5, -0.7, -0.3], [0.0, -0.2, 0.1], [0.8, -0.1, 0.9], [-1.0, -3.4, -1.0], [-1.1, -0.4, -0.6], [0.6, -0.3, 0.1], [0.5, 0.9, 1.1], [-1.5, 0.5, 1.2], [1.4, -0.8, 0.6]],
  "homo_ev": -14.030,
  "energy_ha": -322.3530,
  "total_charge": 1,
  "lumo_ev": -3.7987,
  "homo_lumo_gap_ev": 10.23,
  "e_above_lowest_kcal_mol": 67.5,
  "smiles": "[H]/N=C1/CC[NH2+]N1C"
}

---

Entry 12:
{
  "formula": "C4H10N3",
  "method": "ωB97M-V with the def2-TZVPD basis set",
  "elements": ["C", "C", "C", "C", "N", "N", "N", "H", "H", "H", "H", "H", "H", "H", "H", "H", "H"],
  "xyz": [[1.13391, 0.79298, -0.70292], [-1.62040, 0.50838, 1.47854], [1.55929, -1.59614, -0.67323], [-2.96528, 0.91785, 1.76097], [0.99404, -0.53018, -1.19903], [1.37392, -2.84734, -1.07736], [-0.55131, 0.14563, 1.31850], [1.19622, 1.50267, -1.65587], [2.23948, -1.45210, 0.19449], [-3.63465, 0.19115, 2.28311], [-3.26163, 1.29447, 0.73659], [-2.96064, 1.89812, 2.41431], [0.43584, -0.46526, -1.95268], [1.77667, -3.71533, -0.70869], [0.64288, -2.98181, -1.79627], [0.29997, 0.99205, -0.09337], [2.10214, 1.05414, -0.23142]],
  "atomic_forces_ev_per_a": [[2.3, 3.4, -2.5], [-0.4, -0.5, 1.4], [0.2, -0.2, 0.5], [-0.9, 2.9, 0.1], [3.1, -1.4, 3.1], [-1.3, 0.2, -1.2], [0.5, -0.7, 0.2], [-0.5, -1.4, 1.9], [-0.6, 0.1, -0.8], [0.7, 0.4, -0.9], [-0.8, -0.6, 1.2], [0.2, -2.0, -1.1], [-2.4, -1.2, -3.3], [0.0, 1.1, 0.1], [0.8, -0.2, 0.6], [-0.4, 0.8, 0.4], [-0.6, -0.8, 0.2]],
  "homo_ev": -14.531,
  "energy_ha": -322.4039,
  "total_charge": 1,
  "lumo_ev": -3.1769,
  "homo_lumo_gap_ev": 11.35,
  "e_above_lowest_kcal_mol": 35.6
}

---

Which formula does entry 2 have?
C4H10N2OS

---

Number 9 is which compound?
C4H10N3